(1)
{
  "formula": "C3H4BrNO",
  "method": "ωB97M-V/def2-TZVPD",
  "homo_ev": -9.4,
  "relative_energy_kcal_mol": 43.2,
  "orbital_gap_ev": 10.2,
  "e_lumo_ev": 0.80,
  "max_force_ha_per_bohr": 0.066,
  "elements": ["C", "C", "C", "N", "O", "Br", "H", "H", "H", "H"],
  "xyz": [[0.438, -1.334, 0.509], [-0.909, -1.167, 0.611], [-0.279, -1.268, -1.379], [0.815, -1.332, -0.788], [-1.367, -1.074, -0.617], [-0.382, -1.181, -3.245], [1.096, -1.644, 1.224], [-1.548, -0.908, 1.427], [0.685, 1.483, -1.768], [0.834, 0.709, -1.680]],
  "forces_ev_per_a": [[-1.6, 0.1, 0.8], [1.8, 0.3, 1.7], [-1.6, 0.9, -2.8], [1.6, -1.2, 0.3], [-1.1, -0.1, -2.4], [-0.6, -0.2, 0.2], [1.6, -0.1, 2.0], [-0.3, -0.3, 0.2], [0.3, -1.4, 0.2], [-0.1, 2.0, -0.2]]
}

=====

(2)
{
  "formula": "C40H36ClGdN3Si2",
  "method": "ωB97M-V/def2-TZVPD",
  "homo_ev": [-8.0, -9.7],
  "s_squared": 16.126,
  "orbital_gap_ev": [3.0, 4.4],
  "multiplicity": 8,
  "e_lumo_ev": [-4.96, -5.32],
  "max_force_ha_per_bohr": 0.081,
  "charge": 1,
  "elements": ["C", "C", "C", "H", "C", "C", "H", "H", "H", "H", "Gd", "Si", "C", "C", "H", "C", "H", "C", "H", "C", "H", "C", "H", "C", "C", "H", "C", "H", "C", "H", "C", "H", "C", "H", "H", "Si", "C", "C", "H", "C", "H", "C", "H", "C", "H", "C", "H", "C", "C", "H", "C", "H", "C", "H", "C", "H", "C", "H", "H", "Cl", "C", "C", "C", "C", "C", "C", "N", "N", "C", "C", "C", "C", "C", "N", "H", "H", "H", "H", "H", "H", "H", "H", "H"],
  "xyz": [[3.821, 1.864, 1.943], [3.309, 0.541, 2.086], [3.707, -0.213, 0.939], [2.776, 0.152, 2.948], [4.466, 0.639, 0.085], [4.532, 1.927, 0.707], [5.102, 2.779, 0.354], [3.808, 2.629, 2.715], [3.523, -1.274, 0.799], [5.004, 0.378, -0.828], [2.059, 1.640, 0.056], [-0.878, -3.570, -0.870], [-2.669, -3.793, -0.059], [-3.862, -3.686, -0.821], [-3.830, -3.503, -1.900], [-5.150, -3.861, -0.266], [-6.037, -3.744, -0.894], [-5.317, -4.238, 1.064], [-6.316, -4.400, 1.491], [-4.157, -4.499, 1.802], [-4.269, -4.878, 2.828], [-2.872, -4.330, 1.242], [-2.009, -4.671, 1.828], [-1.339, -4.223, -2.576], [-2.061, -5.419, -2.793], [-2.364, -6.047, -1.951], [-2.465, -5.782, -4.088], [-3.013, -6.706, -4.248], [-2.213, -4.952, -5.181], [-2.523, -5.227, -6.192], [-1.582, -3.732, -4.944], [-1.441, -3.019, -5.752], [-1.137, -3.383, -3.666], [-0.709, -2.389, -3.510], [-0.073, -4.740, -0.454], [-2.737, -0.505, -1.010], [-1.017, -0.653, -1.770], [-0.016, -1.671, -1.359], [0.071, -1.914, -0.265], [1.282, -1.582, -2.012], [2.089, -2.221, -1.654], [1.542, -0.682, -3.036], [2.505, -0.659, -3.553], [0.559, 0.232, -3.432], [0.791, 0.980, -4.188], [-0.697, 0.243, -2.805], [-1.444, 0.991, -3.105], [-2.416, -0.677, 0.832], [-1.141, -0.831, 1.433], [-0.229, -0.521, 0.906], [-0.998, -1.326, 2.730], [-0.008, -1.560, 3.121], [-2.132, -1.527, 3.519], [-2.031, -1.894, 4.541], [-3.388, -1.182, 3.007], [-4.281, -1.287, 3.629], [-3.538, -0.747, 1.689], [-4.528, -0.477, 1.294], [-3.247, 0.826, -1.167], [0.943, 2.834, -1.855], [4.981, 7.285, -0.699], [4.311, 7.389, 0.532], [3.399, 6.393, 0.888], [3.263, 5.248, 0.095], [3.896, 5.161, -1.165], [4.751, 6.190, -1.556], [2.511, 4.163, 0.617], [2.020, 4.509, 1.777], [1.129, 3.714, 2.461], [0.739, 4.149, 3.750], [-0.190, 3.397, 4.435], [-0.807, 2.320, 3.772], [-0.447, 2.032, 2.461], [0.659, 2.568, 1.879], [5.697, 8.061, -0.986], [4.451, 8.226, 1.220], [2.844, 6.457, 1.823], [3.704, 4.293, -1.795], [5.241, 6.168, -2.534], [1.218, 5.062, 4.100], [-0.470, 3.634, 5.461], [-1.575, 1.715, 4.258], [-1.084, 1.405, 1.824]],
  "forces_ev_per_a": [[0.7, -1.0, 0.1], [0.8, 0.2, -0.3], [-0.2, 0.2, 0.2], [0.0, 0.1, -0.2], [0.2, 0.5, 0.4], [0.1, -0.8, 0.5], [-0.2, -0.1, 0.0], [-0.3, 0.0, -0.4], [0.0, 0.2, 0.0], [-0.3, 0.0, 0.3], [-0.8, 2.6, 0.5], [-2.9, -2.3, -1.8], [-0.2, -0.3, 0.7], [-0.3, 0.5, -0.1], [0.2, 0.2, 0.4], [0.4, -0.1, -0.2], [0.4, 0.0, 0.0], [0.7, 0.0, -0.1], [0.6, 0.2, -0.2], [0.2, -0.2, 0.0], [0.3, 0.1, -0.5], [0.1, 0.3, 0.2], [-0.3, 0.5, -0.1], [-0.2, 0.7, -0.5], [0.1, 0.1, -0.3], [0.3, 0.1, -0.3], [0.1, 0.1, 0.4], [0.1, 0.1, 0.1], [0.2, 0.4, 0.3], [0.0, 0.1, 0.4], [0.1, 0.1, -0.2], [0.0, -0.2, 0.0], [-0.3, 0.0, -0.5], [0.0, -0.5, -0.3], [0.8, 0.9, 0.9], [1.2, -0.2, 1.2], [0.3, -0.6, 0.0], [0.2, 0.9, -0.4], [0.1, 0.7, -0.2], [-0.4, -0.4, 0.3], [-0.2, 0.0, -0.1], [0.0, -0.3, 0.1], [-0.2, -0.1, 0.4], [-0.5, 0.1, 0.4], [-0.1, -0.2, 0.1], [-0.1, -0.5, 0.1], [0.4, -0.3, 0.1], [-0.1, 0.1, 0.7], [-0.3, -0.6, -0.1], [-0.4, -0.3, 0.1], [-0.2, 0.1, 0.0], [-0.2, 0.3, 0.0], [-0.2, 0.2, -0.3], [-0.1, 0.0, -0.3], [-0.2, 0.1, 0.1], [0.3, 0.1, -0.1], [0.5, -0.4, -0.2], [0.4, -0.4, 0.3], [-0.5, 0.8, -0.6], [-0.1, -0.2, -0.5], [0.1, 0.0, 0.1], [-0.4, -0.5, -0.6], [0.8, 0.7, 0.1], [0.1, -0.3, -0.3], [-0.1, 0.1, 0.7], [0.0, 0.4, 0.3], [-0.7, -0.6, 0.1], [-1.0, -0.7, 1.5], [1.8, 0.3, -1.7], [-0.4, -0.4, 0.1], [0.6, 0.4, 0.0], [-0.4, -0.5, -0.8], [0.0, 0.0, 0.7], [-0.9, 0.2, -0.3], [-0.3, -0.3, 0.0], [0.1, -0.2, -0.4], [0.3, 0.0, -0.4], [0.1, 0.2, 0.1], [-0.2, -0.1, 0.4], [-0.2, -0.3, 0.1], [0.1, 0.0, -0.3], [0.0, 0.4, -0.3], [0.6, 0.0, 0.6]]
}

=====

(3)
{
  "formula": "C5H6O3V",
  "method": "ωB97M-V/def2-TZVPD",
  "homo_ev": [-11.5, -11.7],
  "relative_energy_kcal_mol": 60.0,
  "s_squared": 6.003,
  "orbital_gap_ev": [7.5, 7.8],
  "multiplicity": 5,
  "e_lumo_ev": [-4.03, -3.91],
  "max_force_ha_per_bohr": 0.061,
  "charge": 1,
  "elements": ["O", "C", "O", "O", "C", "C", "C", "C", "V", "H", "H", "H", "H", "H", "H"],
  "xyz": [[2.674, 0.526, -0.490], [1.584, -0.004, -0.327], [0.518, 0.368, -0.983], [1.365, -0.968, 0.526], [-0.029, -1.328, 0.516], [-0.630, -0.424, -0.573], [-1.734, 0.479, -0.094], [-1.450, 1.522, 0.780], [4.411, 0.443, 0.067], [-0.432, -1.128, 1.515], [-0.110, -2.393, 0.283], [-0.940, -0.999, -1.453], [-2.698, -0.028, 0.069], [-2.007, 1.839, -0.470], [-0.525, 2.095, 0.634]],
  "forces_ev_per_a": [[-2.3, 0.0, -0.8], [-1.2, 0.0, -0.1], [0.1, 0.1, -0.2], [0.5, -0.1, 0.1], [-0.6, -0.3, 0.4], [0.1, -0.5, -1.5], [1.3, 0.3, 2.3], [-1.5, 1.7, -2.0], [3.0, 0.0, 0.9], [0.1, 0.0, -0.3], [0.1, 0.3, 0.1], [0.2, 0.1, 0.1], [0.1, 0.5, -0.8], [-0.4, -1.1, 1.4], [0.6, -1.0, 0.3]]
}

=====

(4)
{
  "formula": "C6H9NO",
  "method": "ωB97M-V/def2-TZVPD",
  "homo_ev": -7.5,
  "relative_energy_kcal_mol": 111.6,
  "orbital_gap_ev": 8.5,
  "e_lumo_ev": 0.93,
  "max_force_ha_per_bohr": 0.082,
  "smiles": "CC(O)=C=N.C#CC",
  "elements": ["C", "C", "C", "C", "C", "C", "N", "O", "H", "H", "H", "H", "H", "H", "H", "H", "H"],
  "xyz": [[-1.970, 0.866, 1.038], [-2.097, 0.209, 0.011], [0.481, -0.765, 0.712], [1.159, 0.337, 0.459], [-2.277, -0.741, -1.062], [2.565, 0.246, -0.199], [0.060, -1.890, 0.851], [0.721, 1.585, 0.547], [-2.185, 0.993, 2.111], [-0.264, 1.592, 0.860], [-2.922, -1.545, -0.910], [-2.745, -0.119, -1.917], [-1.245, -1.056, -1.279], [3.239, -0.374, 0.341], [2.424, 0.076, -1.247], [3.019, 1.276, -0.139], [0.201, -2.200, 1.768]],
  "forces_ev_per_a": [[-1.2, -1.5, -0.4], [-0.7, 0.6, 2.9], [1.9, 2.3, -0.4], [1.2, -1.8, -0.8], [1.2, 3.2, -2.4], [-1.1, 2.4, 0.9], [-1.3, -1.5, -1.3], [-2.5, 2.0, 1.0], [0.5, 0.4, -1.2], [2.2, -0.1, -0.9], [-0.9, -1.3, 0.9], [1.0, -1.2, 0.8], [-0.5, -0.3, -0.5], [0.4, -1.0, 0.0], [0.3, -0.7, -0.5], [-0.6, -0.9, 0.1], [0.2, -1.0, 1.9]]
}

=====

no.,E_tot (hartree)
1,-2820.64453
2,-3514.49573
3,-1363.35703
4,-363.84634